# C43H67N2O33SSi

11 unconnected molecules or ions with the total composition C43H67N2O33SSi at a distorted geometry (wB97M-V/def2-TZVPD, OMol25).

## Properties
- HOMO energy (Eh) = -0.42953
- E_tot (a.u.) = -4958.73003
- HOMO-LUMO gap (hartree) = 0.3432
- total charge = +1

Last columns: bonded neighbours and bond lengths (Å).
Geometry (Å):
1 C 0.4207 0.4329 1.0268  N2 1.467, H21 1.085, H22 1.084, H23 1.091
2 N 0.5659 0.3847 -0.4325  C1 1.467, C3 1.463, C4 1.387
3 C -0.5586 0.9784 -1.1558  N2 1.463, H24 1.080, H25 1.091, H26 1.087
4 C 1.0877 -0.8138 -0.8973  N2 1.387, O5 1.235, C6 1.531
5 O 2.0638 -1.3230 -0.3374  C4 1.235
6 C 0.5460 -1.5402 -2.1311  C4 1.531, C7 1.532, H27 1.086, H28 1.086
7 C -0.2093 -2.8501 -1.8836  C6 1.532, N8 1.507, C17 1.519, H29 1.089
8 N -1.6674 -2.6200 -1.5800  C7 1.507, C9 1.499, H30 1.022, H31 1.020
9 C -1.9133 -2.2273 -0.1547  N8 1.499, Si10 1.938, C14 1.518, H32 1.088
10 Si -3.8052 -1.9520 0.1655  C9 1.938, C11 1.872, C12 1.878, C13 1.870
11 C -4.2437 -1.9710 1.9850  Si10 1.872, H33 1.086, H34 1.083, H35 1.090
12 C -4.0642 -0.2132 -0.4938  Si10 1.878, H36 1.084, H37 1.087, H38 1.095
13 C -4.7997 -3.1143 -0.9092  Si10 1.870, H39 1.094, H40 1.090, H41 1.087
14 C -1.1916 -3.1426 0.8184  C9 1.518, S15 1.831, O16 1.407, H42 1.085
15 S -2.1141 -4.6995 1.0992  C14 1.831, H43 1.337
16 O 0.1523 -3.3928 0.4850  C14 1.407, C17 1.411
17 C 0.3183 -3.8269 -0.8474  C7 1.519, O16 1.411, C18 1.530, H44 1.104
18 C 1.7665 -4.2486 -1.1067  C17 1.530, C19 1.508, H45 1.083, H46 1.087
19 C 1.8360 -5.7112 -1.4691  C18 1.508, O20 1.217, H47 1.104
20 O 1.8733 -6.0824 -2.6272  C19 1.217
21 H 1.3868 0.6146 1.4868  C1 1.085
22 H -0.2666 1.2227 1.3065  C1 1.084
23 H 0.0601 -0.5096 1.4414  C1 1.091
24 H -0.3986 0.9364 -2.2235  C3 1.080
25 H -1.5316 0.5572 -0.8979  C3 1.091
26 H -0.6095 2.0313 -0.8920  C3 1.087
27 H 1.4215 -1.8086 -2.7147  C6 1.086
28 H -0.0570 -0.9299 -2.7968  C6 1.086
29 H -0.1946 -3.3833 -2.8334  C7 1.089
30 H -2.1465 -3.5076 -1.7438  N8 1.022
31 H -2.0578 -1.9192 -2.2098  N8 1.020
32 H -1.4811 -1.2350 -0.0466  C9 1.088
33 H -5.1576 -1.3916 2.0816  C11 1.086
34 H -4.3881 -2.9816 2.3452  C11 1.083
35 H -3.4776 -1.4489 2.5582  C11 1.090
36 H -5.0770 -0.0487 -0.8435  C12 1.084
37 H -3.7344 0.5429 0.2148  C12 1.087
38 H -3.4059 -0.1020 -1.3616  C12 1.095
39 H -4.6696 -2.7994 -1.9492  C13 1.094
40 H -4.4349 -4.1381 -0.8288  C13 1.090
41 H -5.8652 -3.0593 -0.6992  C13 1.087
42 H -1.1609 -2.6112 1.7639  C14 1.085
43 H -1.9495 -4.8178 2.4207  S15 1.337
44 H -0.2956 -4.7377 -0.9540  C17 1.104
45 H 2.1947 -3.6500 -1.9018  C18 1.083
46 H 2.3193 -4.0367 -0.1947  C18 1.087
47 H 1.8339 -6.4404 -0.6407  C19 1.104
48 C -8.6559 -1.8949 3.2745  C49 1.512, O53 1.439, H54 1.086, H55 1.090
49 C -9.9455 -2.4762 2.7411  C48 1.512, O50 1.435, H56 1.091, H57 1.086
50 O -9.6847 -2.5375 1.3313  C49 1.435, C51 1.340
51 C -8.3587 -2.5775 1.1432  O50 1.340, O52 1.192, O53 1.351
52 O -7.8286 -2.7891 0.0962  C51 1.192
53 O -7.6980 -2.3417 2.2976  C48 1.439, C51 1.351
54 H -8.3903 -2.2630 4.2615  C48 1.086
55 H -8.6669 -0.8046 3.2823  C48 1.090
56 H -10.1374 -3.4872 3.1043  C49 1.091
57 H -10.8086 -1.8474 2.9391  C49 1.086
58 C -0.6782 5.5725 0.7710  C59 1.511, O63 1.447, H64 1.083, H65 1.091
59 C -0.3212 4.9490 2.1001  C58 1.511, O60 1.445, H66 1.090, H67 1.085
60 O -1.3333 3.9272 2.2400  C59 1.445, C61 1.345
61 C -1.7819 3.6140 1.0115  O60 1.345, O62 1.196, O63 1.341
62 O -2.4978 2.6880 0.7659  C61 1.196
63 O -1.3136 4.4665 0.0884  C58 1.447, C61 1.341
64 H 0.1821 5.9330 0.2208  C58 1.083
65 H -1.4040 6.3810 0.8703  C58 1.091
66 H 0.6582 4.4701 2.0891  C59 1.090
67 H -0.3698 5.6506 2.9256  C59 1.085
68 C -1.9464 3.6106 6.2894  C69 1.515, O73 1.432, H74 1.087, H75 1.091
69 C -3.4107 3.9498 6.0973  C68 1.515, O70 1.431, H76 1.091, H77 1.086
70 O -3.3507 5.3134 5.6658  C69 1.431, C71 1.349
71 C -2.1353 5.5326 5.1222  O70 1.349, O72 1.188, O73 1.353
72 O -1.8310 6.5109 4.5217  C71 1.188
73 O -1.3088 4.4866 5.3533  C68 1.432, C71 1.353
74 H -1.7080 2.5755 6.0609  C68 1.087
75 H -1.5899 3.8498 7.2925  C68 1.091
76 H -3.8780 3.3546 5.3111  C69 1.091
77 H -3.9971 3.8669 7.0081  C69 1.086
78 C 5.8875 -0.9671 -1.7252  C79 1.513, O83 1.438, H84 1.088, H85 1.090
79 C 4.5992 -1.5647 -2.2471  C78 1.513, O80 1.432, H86 1.094, H87 1.082
80 O 4.7934 -1.5266 -3.6649  C79 1.432, C81 1.357
81 C 6.1271 -1.4987 -3.9115  O80 1.357, O82 1.186, O83 1.350
82 O 6.6122 -1.6242 -4.9865  C81 1.186
83 O 6.8178 -1.3123 -2.7661  C78 1.438, C81 1.350
84 H 6.2043 -1.3944 -0.7766  C78 1.088
85 H 5.8446 0.1168 -1.6207  C78 1.090
86 H 4.4712 -2.6064 -1.9392  C79 1.094
87 H 3.7195 -0.9998 -1.9666  C79 1.082
88 C 8.8212 2.3290 1.7420  C89 1.515, O93 1.434, H94 1.086, H95 1.091
89 C 8.4547 0.8690 1.9126  C88 1.515, O90 1.435, H96 1.091, H97 1.086
90 O 7.1830 0.8004 1.2506  C89 1.435, C91 1.354
91 C 7.1145 1.8163 0.3588  O90 1.354, O92 1.189, O93 1.347
92 O 6.2649 1.9265 -0.4653  C91 1.189
93 O 8.1407 2.6721 0.5274  C88 1.434, C91 1.347
94 H 9.8888 2.4981 1.6376  C88 1.086
95 H 8.4345 2.9545 2.5479  C88 1.091
96 H 9.1507 0.2009 1.4037  C89 1.091
97 H 8.3584 0.5640 2.9507  C89 1.086
98 C 4.3628 7.9039 2.5503  C99 1.515, O103 1.434, H104 1.086, H105 1.091
99 C 3.8899 6.5445 3.0227  C98 1.515, O100 1.434, H106 1.091, H107 1.086
100 O 2.6229 6.4216 2.3619  C99 1.434, C101 1.352
101 C 2.6331 7.2240 1.2734  O100 1.352, O102 1.190, O103 1.345
102 O 1.7931 7.2282 0.4311  C101 1.190
103 O 3.7178 8.0196 1.2752  C98 1.434, C101 1.345
104 H 5.4406 7.9721 2.4361  C98 1.086
105 H 4.0162 8.7148 3.1918  C98 1.091
106 H 4.5392 5.7350 2.6857  C99 1.091
107 H 3.7628 6.4793 4.0995  C99 1.086
108 C 3.5270 -2.6877 2.4853  C109 1.515, O113 1.430, H114 1.088, H115 1.092
109 C 4.2516 -4.0184 2.4842  C108 1.515, O110 1.429, H116 1.092, H117 1.088
110 O 5.1820 -3.8582 3.5564  C109 1.429, C111 1.357
111 C 4.7006 -2.9137 4.4043  O110 1.357, O112 1.183, O113 1.357
112 O 5.1543 -2.6654 5.4678  C111 1.183
113 O 3.6273 -2.2900 3.8554  C108 1.430, C111 1.357
114 H 2.4842 -2.7614 2.1843  C108 1.088
115 H 4.0226 -1.9398 1.8635  C108 1.092
116 H 3.5896 -4.8563 2.7137  C109 1.092
117 H 4.7780 -4.2232 1.5547  C109 1.088
118 C 7.8297 -5.6252 -5.6704  C119 1.514, O123 1.429, H124 1.087, H125 1.092
119 C 8.2271 -4.3377 -6.3607  C118 1.514, O120 1.432, H126 1.090, H127 1.086
120 O 8.8024 -4.8166 -7.5820  C119 1.432, C121 1.354
121 C 8.2943 -6.0448 -7.8415  O120 1.354, O122 1.184, O123 1.359
122 O 8.4398 -6.6389 -8.8548  C121 1.184
123 O 7.5907 -6.5024 -6.7731  C118 1.429, C121 1.359
124 H 6.9339 -5.5276 -5.0623  C118 1.087
125 H 8.6351 -6.0396 -5.0604  C118 1.092
126 H 7.3697 -3.7065 -6.5949  C119 1.090
127 H 8.9527 -3.7539 -5.8016  C119 1.086
128 C -0.4646 3.7923 -5.6060  C129 1.515, O133 1.437, H134 1.086, H135 1.091
129 C 0.7890 3.8770 -4.7594  C128 1.515, O130 1.437, H136 1.090, H137 1.086
130 O 0.7661 2.6174 -4.0680  C129 1.437, C131 1.346
131 C 0.0373 1.7515 -4.7969  O130 1.346, O132 1.194, O133 1.341
132 O -0.0274 0.5799 -4.5758  C131 1.194
133 O -0.6028 2.3750 -5.7974  C128 1.437, C131 1.341
134 H -0.3765 4.2959 -6.5638  C128 1.086
135 H -1.3488 4.1606 -5.0845  C128 1.091
136 H 1.6987 3.9280 -5.3580  C129 1.090
137 H 0.7789 4.6990 -4.0498  C129 1.086
138 C -12.1842 1.4420 -0.6670  C139 1.516, O143 1.434, H144 1.086, H145 1.091
139 C -11.3490 0.1973 -0.8952  C138 1.516, O140 1.432, H146 1.091, H147 1.086
140 O -10.6289 0.0945 0.3385  C139 1.432, C141 1.349
141 C -11.3290 0.7369 1.2963  O140 1.349, O142 1.190, O143 1.348
142 O -11.0773 0.6762 2.4573  C141 1.190
143 O -12.3447 1.4407 0.7584  C138 1.434, C141 1.348
144 H -13.1538 1.4084 -1.1553  C138 1.086
145 H -11.6648 2.3555 -0.9599  C138 1.091
146 H -11.9581 -0.6989 -1.0211  C139 1.091
147 H -10.6599 0.2820 -1.7305  C139 1.086